{"formula": "C6H11N", "method": "ωB97M-V with the def2-TZVPD basis set", "species": ["C", "C", "C", "C", "C", "C", "N", "H", "H", "H", "H", "H", "H", "H", "H", "H", "H", "H"], "coordinates": [[2.1132, -0.1098, -0.1496], [0.9614, -1.0702, 0.1632], [-0.4154, -0.4596, -0.0841], [-1.5880, -1.3404, 0.3394], [-0.9515, 2.6078, -0.3864], [-0.4755, 0.6776, 0.8602], [-0.6948, 1.8059, 0.5586], [2.0607, 0.2659, -1.1794], [3.0759, -0.6161, -0.0283], [2.1109, 0.7604, 0.5197], [1.0037, -1.3550, 1.2204], [1.0486, -1.9765, -0.4400], [-1.4793, -1.5985, 1.3966], [-2.5381, -0.8012, 0.2264], [-1.6307, -2.2493, -0.2622], [-1.9824, 2.6893, -0.6715], [-0.1048, 3.0080, -0.9090], [-0.5138, -0.2382, -1.1741]], "forces_ev_per_a": [[0.012, -0.023, -0.039], [0.106, -0.348, -0.036], [0.104, -0.278, 0.325], [-0.062, -0.297, -0.006], [-0.262, 1.528, -0.109], [0.501, -0.925, 2.864], [-0.208, -0.982, -2.801], [-0.026, -0.099, 0.125], [-0.117, 0.084, -0.026], [-0.065, -0.205, -0.092], [0.057, -0.090, -0.169], [0.104, -0.076, -0.012], [-0.052, -0.090, -0.152], [0.212, -0.143, -0.032], [-0.026, -0.046, 0.014], [-0.217, 0.651, -0.158], [-0.041, 0.702, -0.177], [-0.022, 0.637, 0.481]], "lowdin_charge": [-0.11, -0.25, -0.41, -0.08, -0.02, -0.12, 0.05, 0.07, 0.07, 0.07, 0.11, 0.11, 0.08, 0.08, 0.08, 0.07, 0.07, 0.15], "homo_lumo_gap_ev": [8.24, 8.24], "multiplicity": 1, "lumo_ev": [0.7, 0.7], "de_lowest_kcal_mol": 80.0, "energy_ha": -289.84420, "homo_energy_ev": [-7.6, -7.6]}

***

{"formula": "C6H11N", "method": "ωB97M-V with the def2-TZVPD basis set", "species": ["C", "C", "C", "C", "C", "C", "N", "H", "H", "H", "H", "H", "H", "H", "H", "H", "H", "H"], "coordinates": [[-2.5723, 0.2023, 0.1120], [-1.2983, -0.5541, -0.2498], [0.0006, 0.0903, 0.2762], [1.2633, -0.6422, -0.2229], [2.5776, 0.0363, 0.1494], [0.0746, 1.9298, -0.8856], [0.0559, 1.7627, 0.3022], [-3.4609, -0.3867, -0.1371], [-2.6226, 1.1475, -0.4346], [-2.6064, 0.4313, 1.1836], [-1.3271, -1.5561, 0.2171], [-1.2497, -0.7269, -1.3342], [-0.0107, 0.0912, 1.3445], [1.2211, -1.6386, 0.2544], [1.2199, -0.8232, -1.3063], [2.6094, 0.2795, 1.2178], [3.4313, -0.6109, -0.0767], [2.6945, 0.9678, -0.4100]], "forces_ev_per_a": [[-0.018, 0.075, 0.011], [0.184, 0.178, 0.150], [-0.013, -0.235, 0.097], [-0.171, 0.196, 0.142], [0.021, 0.074, 0.014], [-0.001, 0.309, 1.015], [-0.005, -0.873, -2.218], [0.156, 0.077, 0.019], [-0.035, -0.103, 0.103], [0.007, -0.037, -0.159], [0.102, 0.327, -0.129], [0.108, 0.183, 0.228], [-0.027, -0.641, 0.671], [-0.079, 0.331, -0.133], [-0.102, 0.190, 0.226], [-0.006, -0.040, -0.157], [-0.157, 0.087, 0.014], [0.037, -0.097, 0.105]], "lowdin_charge": [-0.12, -0.25, -0.31, -0.25, -0.12, 0.04, 0.00, 0.07, 0.06, 0.08, 0.12, 0.11, 0.11, 0.12, 0.11, 0.08, 0.07, 0.06], "homo_lumo_gap_ev": 11.89, "multiplicity": 1, "lumo_ev": 1.0, "de_lowest_kcal_mol": 53.4, "energy_ha": -289.88662, "homo_energy_ev": -10.9}

***

{"formula": "C6H11N", "method": "ωB97M-V with the def2-TZVPD basis set", "species": ["C", "C", "C", "C", "C", "C", "H", "H", "H", "H", "H", "H", "H", "H", "H", "H", "H", "N"], "coordinates": [[1.9952, 0.1941, 0.0434], [0.5008, -0.0268, -0.0433], [-0.3245, 1.2973, -0.1278], [-1.4254, -0.6646, -0.0924], [-0.2552, -0.8628, -1.1039], [-0.3804, -0.7583, 1.0204], [2.5909, -0.7603, 0.0811], [2.1783, 0.8205, 0.9296], [2.2528, 0.6925, -0.9139], [-0.1021, 1.8422, -0.9764], [-0.1592, 1.8629, 0.7620], [-2.2058, 1.0714, 0.7006], [-2.2869, -1.2832, -0.0409], [0.1997, -1.8092, -1.1317], [-0.2083, -0.3119, -2.1150], [-0.6440, -0.3414, 1.9662], [0.0211, -1.7759, 1.2049], [-1.7471, 0.8133, -0.1629]], "forces_ev_per_a": [[-0.219, -0.779, -0.682], [-0.906, 0.930, 0.979], [-0.525, -1.661, 1.488], [0.099, 0.500, -0.121], [0.326, 2.925, -0.880], [1.042, -1.279, -0.658], [-0.620, 0.888, 0.167], [0.371, -0.138, -0.456], [0.331, 0.066, 0.714], [0.516, 1.283, -1.801], [0.273, 0.754, 0.552], [-0.043, -0.014, 0.083], [-0.792, -0.508, -0.309], [0.039, -1.527, -0.234], [-0.665, -1.193, 1.266], [-0.026, 0.734, 0.696], [-0.376, 0.345, -0.256], [1.174, -1.327, -0.549]], "lowdin_charge": [-0.03, -0.48, -0.16, -0.28, -0.06, -0.09, 0.09, 0.08, 0.09, 0.08, 0.11, 0.09, 0.12, 0.09, 0.14, 0.10, 0.12, 0.00], "homo_lumo_gap_ev": 9.90, "multiplicity": 1, "lumo_ev": 1.0, "de_lowest_kcal_mol": 37.7, "energy_ha": -289.91158, "homo_energy_ev": -8.9}

***

{"formula": "C6H11N", "method": "ωB97M-V with the def2-TZVPD basis set", "species": ["C", "C", "C", "C", "C", "N", "C", "H", "H", "H", "H", "H", "H", "H", "H", "H", "H", "H"], "coordinates": [[2.2666, -0.2042, 0.9843], [1.0030, -0.7286, 1.0377], [-0.1538, 0.0044, 1.6256], [-0.7789, 0.1403, 0.3656], [-2.1819, -0.4267, 0.1333], [-0.2290, 0.9997, -0.6581], [0.0465, 0.4793, -1.9852], [3.1008, -0.8829, 0.7922], [2.4839, 0.7893, 1.3739], [0.9875, -1.8131, 1.0339], [-0.0826, 0.6756, 2.4644], [-2.6673, -0.6288, 1.0876], [-2.2230, -1.2821, -0.5818], [-2.7502, 0.3387, -0.4241], [0.6358, 1.3141, -0.2297], [-0.7397, -0.1837, -2.3721], [0.2314, 1.4085, -2.6156], [1.0508, 0.0001, -2.0317]], "forces_ev_per_a": [[-0.974, -1.399, 0.456], [4.180, 1.529, 2.617], [0.323, -0.547, -2.784], [-2.818, 1.779, 0.384], [0.114, 1.397, -1.458], [-0.179, -3.195, 1.882], [1.194, 1.582, -1.270], [-0.001, 0.370, -0.198], [-0.058, 0.020, -0.476], [-0.492, -0.177, -0.837], [-0.497, -0.456, 0.372], [0.244, -0.265, -0.167], [0.353, 0.181, 0.888], [-0.147, -0.106, 0.230], [-0.028, 0.386, -0.232], [0.276, 0.457, 0.109], [-0.782, -1.257, 0.201], [-0.707, -0.299, 0.282]], "lowdin_charge": [0.01, -0.24, -0.13, -0.33, -0.04, -0.02, -0.11, 0.05, 0.06, 0.09, 0.08, 0.08, 0.09, 0.07, 0.10, 0.08, 0.10, 0.08], "homo_lumo_gap_ev": 6.64, "multiplicity": 1, "lumo_ev": -0.1, "de_lowest_kcal_mol": 119.7, "energy_ha": -289.78092, "homo_energy_ev": -6.7}

***

{"formula": "C6H11N", "method": "ωB97M-V with the def2-TZVPD basis set", "species": ["C", "C", "C", "C", "C", "C", "H", "H", "H", "H", "H", "H", "H", "H", "H", "H", "H", "N"], "coordinates": [[0.4782, 0.7297, -1.8620], [-0.5894, 0.8030, 0.3627], [-1.3945, -0.5314, 0.0495], [-0.1936, -1.5030, 0.1393], [0.9704, -0.5187, 0.3685], [0.2197, 0.3938, 1.5661], [-0.0825, 1.7120, -2.1399], [-0.2249, -0.1500, -2.0702], [1.5300, 0.7551, -2.2524], [-1.2457, 1.7035, 0.5090], [-1.9740, -0.5967, -0.8369], [-2.1946, -0.7114, 0.7498], [-0.0633, -2.1572, 1.0249], [-0.0920, -2.2522, -0.7359], [2.0688, -0.9090, 0.4530], [-0.2020, -0.0333, 2.4498], [0.9117, 1.1285, 1.8240], [0.6605, 0.7529, -0.3885]], "forces_ev_per_a": [[-0.674, 0.546, 1.014], [-1.646, -0.176, 1.160], [0.950, 0.156, 1.062], [1.009, -2.037, -0.900], [-0.180, 1.453, 1.316], [1.160, -2.013, -1.214], [1.095, -1.702, 0.330], [1.393, 1.012, -0.708], [-1.336, -0.468, -0.389], [0.926, -0.468, -0.864], [0.161, 0.234, -1.466], [0.126, -0.016, 0.990], [-1.002, 0.196, -0.293], [-0.095, 1.486, 0.999], [-2.138, 0.861, -0.288], [-0.533, -0.705, 0.322], [1.012, 1.385, 0.474], [-0.230, 0.257, -1.545]], "lowdin_charge": [-0.08, -0.32, -0.14, -0.19, -0.19, -0.07, 0.11, 0.08, 0.09, 0.15, 0.08, 0.10, 0.10, 0.12, 0.16, 0.10, 0.08, -0.18], "homo_lumo_gap_ev": 9.91, "multiplicity": 1, "lumo_ev": 1.2, "de_lowest_kcal_mol": 61.2, "energy_ha": -289.87414, "homo_energy_ev": -8.8}

***

{"formula": "C6H11N", "method": "ωB97M-V with the def2-TZVPD basis set", "species": ["C", "C", "C", "N", "C", "C", "C", "H", "H", "H", "H", "H", "H", "H", "H", "H", "H", "H"], "coordinates": [[2.9438, -1.6942, -0.7444], [1.7055, -1.4144, -0.2896], [0.8977, -0.3856, -1.1256], [0.3890, 0.6598, -0.3056], [-0.9603, 0.6709, 0.0251], [-1.7047, 1.3554, 0.9333], [-2.9506, 0.7979, 1.4876], [3.2755, -1.6511, -1.7780], [3.6945, -1.9695, -0.0019], [1.0677, -2.0191, 0.3332], [1.4366, -0.0905, -2.0284], [0.0628, -0.8355, -1.6868], [0.9162, 1.4986, -0.1520], [-1.4534, -0.1806, -0.4400], [-1.5734, 2.4414, 0.8715], [-3.6785, 1.6513, 1.4737], [-3.1698, -0.2053, 1.0801], [-3.0896, 0.7269, 2.5781]], "forces_ev_per_a": [[-0.075, -0.324, 1.889], [-0.271, 0.804, -3.400], [-0.412, -1.710, -1.407], [-1.095, 1.316, -0.199], [-0.263, -1.403, 0.936], [1.302, 0.678, -1.568], [-1.397, 1.358, 0.605], [0.006, 1.274, 0.172], [-0.142, -1.209, -0.443], [0.650, 0.502, 1.530], [0.751, 0.643, 0.512], [-0.285, -0.258, 0.769], [0.344, -0.013, 0.090], [0.140, -0.538, 0.511], [0.417, -0.162, 1.246], [-0.523, -1.128, -1.258], [-0.544, 0.742, -0.118], [1.399, -0.573, 0.133]], "lowdin_charge": [-0.01, -0.13, -0.26, -0.04, -0.17, -0.20, -0.16, 0.06, 0.05, 0.10, 0.11, 0.11, 0.13, 0.10, 0.09, 0.08, 0.08, 0.06], "homo_lumo_gap_ev": 8.30, "multiplicity": 1, "lumo_ev": 1.0, "de_lowest_kcal_mol": 90.0, "energy_ha": -289.82825, "homo_energy_ev": -7.3}